Computed, not measured: a molecular structure, C17H21Cl3O4Pt, with the ωB97M-V functional and the def2-TZVPD basis.

```
46
Properties=species:S:1:pos:R:3:forces:R:3
C 0.186 -1.479 -2.223 -1.8 1.5 -1.3
C 1.035 -0.325 -2.605 -0.9 -0.9 0.2
C 0.205 0.797 -2.742 -1.8 -0.3 -0.3
C 2.462 -0.385 -2.925 0.8 0.0 0.1
C -1.156 0.376 -2.653 1.9 1.3 -0.1
C -1.195 -1.010 -2.349 2.4 -1.4 0.0
C -2.378 -1.889 -2.396 -0.4 -0.2 0.2
C 0.581 -2.887 -2.402 0.3 -0.5 0.1
C 0.663 2.178 -3.045 0.2 0.3 0.1
C -2.340 1.240 -2.853 -0.6 0.2 0.1
Pt -0.144 -0.978 -0.001 -0.1 -0.2 -0.8
Cl 4.144 1.174 -0.426 0.3 0.4 -0.1
Cl 1.964 -1.872 0.087 1.6 -0.3 0.5
O -1.922 0.004 0.147 -0.4 1.8 0.4
H 2.887 -1.366 -2.696 -0.1 0.1 -0.1
H 3.050 0.338 -2.314 -0.2 -0.2 -0.1
H 2.627 -0.159 -3.994 -0.1 0.0 0.2
H 1.619 2.388 -2.549 -0.1 -0.1 -0.1
H -0.058 2.920 -2.682 0.1 -0.1 -0.1
H 0.791 2.327 -4.128 0.0 0.1 0.1
H -2.230 2.217 -2.354 0.0 -0.3 -0.2
H -3.234 0.758 -2.433 0.2 0.2 -0.1
H -2.519 1.427 -3.927 0.0 0.0 0.2
H -3.251 -1.400 -1.944 0.1 -0.1 -0.1
H -2.184 -2.807 -1.834 -0.1 0.2 -0.1
H -2.618 -2.141 -3.439 0.0 0.0 0.1
H 1.570 -3.042 -1.959 -0.3 -0.1 -0.2
H 0.604 -3.147 -3.466 -0.1 -0.1 0.0
H -0.123 -3.521 -1.862 0.1 -0.1 -0.1
H -1.618 0.834 0.590 -0.5 -1.0 -0.2
O -1.102 -2.727 0.264 -1.2 -0.9 0.4
H -1.785 -2.506 0.930 0.6 -0.2 -0.4
Cl 0.283 2.856 7.838 -0.1 0.4 0.7
C 0.349 2.002 6.352 0.1 -0.8 -1.7
C 0.566 0.611 6.362 -0.1 0.6 -0.4
C 0.614 -0.071 5.144 -0.1 0.4 0.2
C 0.454 0.606 3.932 0.0 0.2 0.1
C 0.262 1.997 3.923 0.0 -0.2 0.5
C 0.201 2.705 5.137 0.1 -0.6 0.2
C 0.401 -0.233 2.661 -0.1 0.0 -1.3
O 0.277 -1.465 2.773 0.0 1.3 0.3
O 0.427 0.438 1.535 0.0 -0.2 2.8
H 0.689 0.076 7.300 0.0 0.2 -0.1
H 0.755 -1.148 5.118 0.0 0.2 -0.1
H 0.150 2.503 2.960 0.1 -0.2 0.4
H 0.041 3.786 5.147 0.1 -0.4 0.0
```
Forces are in eV/Å.

ΔE to the lowest compared entry with this formula, charge and spin	0.0	kJ/mol
energy	-66971.719	eV
expectation value of S²	6.021
total charge	-2
multiplicity	5
E_HOMO (spin up / spin down)	-0.35 / -1.44	eV